Entry 1:
{"formula": "C21H18Br2N3O3Ru", "method": "ωB97M-V/def2-TZVPD", "multiplicity": 6, "homo_lumo_gap_ev": [6.3, 4.0], "e_lumo_ha": [-0.260, -0.345], "s2": 8.86, "de_lowest_kj_mol": 166.77, "total_charge": 2, "symbols": ["Ru", "Br", "Br", "O", "O", "O", "N", "N", "N", "C", "C", "C", "C", "C", "C", "C", "C", "C", "C", "C", "C", "C", "C", "C", "C", "C", "C", "C", "C", "C", "H", "H", "H", "H", "H", "H", "H", "H", "H", "H", "H", "H", "H", "H", "H", "H", "H", "H"], "positions_angstrom": [[-0.4166, 0.1882, -0.2301], [-2.6532, -0.6642, -0.5235], [0.7563, -1.1247, -1.8722], [1.2081, 1.7001, 3.4291], [-0.6998, 1.0617, 1.4030], [-0.9958, 4.6147, -3.4235], [-0.4349, -0.9516, 2.4748], [-0.1216, -1.4274, 1.2842], [0.4751, 1.8784, -0.8932], [-0.7404, 1.8235, -1.3237], [0.1013, 1.5897, 4.2318], [-1.0814, 0.9860, 3.8138], [-0.4884, 3.7230, -2.5878], [-2.0808, 1.4329, 5.9669], [-2.1813, -7.2850, -1.4186], [0.2949, -2.7293, 1.2313], [-2.1728, 0.9262, 4.6875], [0.8510, 3.7905, -2.1232], [0.8102, -4.4763, -0.6534], [-1.3444, 2.6884, -2.1859], [1.3421, 2.8388, -1.2679], [0.6921, -3.3855, 0.1500], [-0.2408, -5.3630, -0.9525], [-1.2061, 0.3068, 2.4974], [-2.5417, -6.0837, -0.7792], [-0.8829, 2.0093, 6.3753], [0.2002, 2.0918, 5.5153], [-1.5928, -5.1320, -0.5473], [-0.8687, -7.5236, -1.8563], [0.0877, -6.5720, -1.6448], [1.7769, -4.6768, -1.1083], [1.1296, 2.5534, 5.8212], [1.4977, 4.5961, -2.4466], [0.9439, 1.5732, 2.5122], [-0.4486, -1.5547, 3.2908], [-3.5692, -5.9200, -0.4858], [-1.8556, -4.1889, -0.0858], [-2.9392, -8.0395, -1.5894], [-3.0999, 0.4766, 4.3480], [-2.9276, 1.3886, 6.6365], [1.1056, -6.7265, -1.9798], [-2.3622, 2.6169, -2.5375], [-0.7929, 2.4107, 7.3763], [-0.6239, -8.4487, -2.3592], [2.3517, 2.8260, -0.8866], [-0.3595, 5.2966, -3.6792], [-2.2538, 0.0572, 2.2970], [0.3748, -3.2761, 2.1726]]}


Entry 2:
{"formula": "CH4O2P2", "method": "ωB97M-V/def2-TZVPD", "multiplicity": 1, "smiles": "CPOP=O", "homo_lumo_gap_ev": 9.6, "e_lumo_ha": -0.005, "de_lowest_kj_mol": 39.99, "symbols": ["P", "P", "O", "O", "C", "H", "H", "H", "H"], "positions_angstrom": [[-0.5847, -0.5802, 0.7689], [2.4395, -1.3116, 0.6417], [3.3841, -0.9839, -0.3998], [1.0797, -0.4626, 0.2051], [-1.2518, 0.9342, -0.1620], [-0.7373, 1.7922, 0.1745], [-2.1826, 1.2911, 0.1853], [-1.0453, -1.6711, -0.2020], [-1.1015, 0.9919, -1.2118]]}